# 1
Here is the ion C23H30NO2 with charge +1 from the Open Molecules 2025 dataset. Energies are from ωB97M-V with the def2-TZVPD basis set.

Computed properties:
total charge: +1
SMILES string: CCC[NH+](CCC)C(c1ccc2c(c1)CCO2)c1ccc2c(c1)CCO2
frontier orbital gap: 0.3071 Ha
energy relative to the best compared isomer or geometry (same formula, charge and spin): 255.2 kJ/mol

```
56
Properties=species:S:1:pos:R:3:forces:R:3
C -4.03696 -1.17320 -1.90588 -0.1 0.5 0.0
C -2.71754 -1.02255 -1.16216 0.7 -0.8 0.1
C -2.20449 0.40893 -1.10831 -0.7 0.1 0.0
N -0.76111 0.85055 -0.66292 -1.1 1.3 -2.2
C -0.97604 2.39960 -0.51861 -0.1 0.3 -0.2
C -0.15248 3.19291 0.47343 0.8 -0.1 0.0
C -0.48260 4.68880 0.46438 -0.4 0.0 -0.1
C 0.02885 0.13699 0.33931 1.3 -1.6 2.1
C 1.55660 0.33340 0.15501 0.1 -0.2 0.3
C 2.34851 -0.55116 -0.60849 -0.5 0.0 -0.4
C 3.61604 -0.22928 -1.05320 0.7 0.7 0.2
C 4.13978 1.00400 -0.65815 -0.4 0.3 0.0
C 3.45952 1.81310 0.28122 0.2 -1.1 -0.5
C 2.22830 1.39849 0.78344 0.2 0.5 -0.5
C 4.28292 3.04364 0.49680 0.2 0.2 0.7
C 5.44872 2.86109 -0.48606 0.3 -0.3 -0.5
O 5.30950 1.52554 -1.11411 -0.7 0.5 0.8
C -0.31203 -1.34411 0.35348 0.3 -0.2 -0.3
C -0.09998 -2.19100 -0.76816 0.1 0.5 0.5
C -0.43606 -3.53466 -0.73642 -0.4 -0.5 0.3
C -1.12415 -3.99656 0.39216 -0.4 0.7 0.3
C -1.28521 -3.18618 1.53849 0.2 -0.2 -1.2
C -0.84105 -1.87099 1.52844 -0.3 -0.3 -0.1
C -2.11529 -3.93227 2.52339 0.0 -0.1 0.7
C -2.49089 -5.20833 1.75620 -0.1 -0.4 -0.2
O -1.81507 -5.16848 0.44357 0.4 0.5 0.8
H -4.36793 -2.21361 -1.84020 0.1 0.2 0.0
H -4.81501 -0.53742 -1.47771 -0.1 0.0 -0.1
H -3.92062 -0.92430 -2.96441 -0.1 0.0 0.1
H -2.83320 -1.40159 -0.13796 0.1 0.0 -0.3
H -2.00314 -1.67497 -1.66366 -0.3 0.2 0.1
H -2.28223 0.85230 -2.11412 0.0 0.0 0.4
H -2.89074 0.94165 -0.43875 0.3 0.0 -0.2
H -0.19624 0.74229 -1.51523 -0.2 0.1 0.2
H -0.84148 2.78401 -1.54286 -0.1 -0.1 0.4
H -2.02568 2.54838 -0.23440 0.3 -0.2 -0.3
H -0.29635 2.78941 1.48870 0.1 0.1 -0.3
H 0.90324 3.10257 0.21031 -0.3 0.0 0.2
H 0.13626 5.21030 1.20679 -0.2 -0.2 -0.2
H -0.27010 5.13799 -0.51620 -0.1 -0.1 0.2
H -1.53824 4.87588 0.70731 0.3 0.0 -0.1
H -0.25030 0.56246 1.30863 0.0 -0.2 -0.1
H 1.99777 -1.54232 -0.87716 0.0 0.4 0.0
H 4.19553 -0.87882 -1.70340 -0.2 0.0 0.2
H 1.77302 1.95524 1.60804 0.1 -0.2 -0.5
H 4.65288 3.10125 1.52827 -0.1 0.1 -0.2
H 3.72921 3.96796 0.28712 0.1 -0.2 0.1
H 5.42012 3.60128 -1.29764 0.1 -0.3 0.2
H 6.42841 2.89462 0.00568 -0.3 -0.1 -0.2
H 0.26111 -1.76779 -1.71811 -0.1 -0.3 0.5
H -0.25921 -4.21770 -1.56813 -0.1 0.4 0.1
H -1.01033 -1.22981 2.39960 0.1 -0.2 -0.3
H -1.53879 -4.17472 3.42507 -0.2 0.1 -0.1
H -3.00090 -3.36623 2.83778 0.2 -0.1 -0.1
H -3.57320 -5.27253 1.57537 0.4 -0.1 -0.1
H -2.15169 -6.11404 2.27444 -0.1 0.2 -0.3
```
Forces are in eV/Å.

=====

# 2
Here is a structure of composition C7H10N4Si from the Open Molecules 2025 dataset. Energies are from ωB97M-V with the def2-TZVPD basis set.

Computed properties:
frontier orbital gap: 0.3660 Ha
energy relative to the best compared isomer or geometry (same formula, charge and spin): 0.0 kJ/mol

```
22
Properties=species:S:1:pos:R:3:forces:R:3
C 3.21361 -0.78799 0.09527 1.2 -0.7 1.5
C -3.01980 -1.15602 0.51407 1.1 -2.0 -1.6
C 2.48868 -0.62523 1.28936 -0.8 0.3 1.3
C -2.76590 0.00374 1.17715 0.2 2.5 1.6
C 2.34394 -0.49566 -0.88821 -2.3 0.2 0.3
C -1.91948 -1.27964 -0.33731 -0.3 -0.1 -1.5
C -0.08187 0.30391 -0.86316 1.3 -0.7 -2.1
N 1.24381 -0.24485 1.04958 0.0 -0.6 1.3
N -1.62882 0.63519 0.75173 -2.8 -0.9 0.6
N 1.10552 -0.26062 -0.24050 2.3 0.3 -2.8
N -1.20887 -0.16247 -0.22062 -1.0 -0.8 1.6
Si -0.17673 2.16293 -0.48464 1.6 0.1 -1.2
H 4.22004 -1.19420 0.09718 -0.2 0.4 -0.5
H -3.80857 -1.89490 0.51019 -0.1 0.4 0.5
H 2.70429 -0.72081 2.36119 0.5 -0.1 -0.8
H -3.39977 0.43907 1.95937 0.6 0.0 -0.4
H 2.45207 -0.37042 -1.94272 -0.1 -0.2 -0.4
H -1.62076 -1.90617 -1.18520 -0.5 -0.2 0.7
H -0.11642 -0.09905 -1.93990 0.3 1.1 1.4
H 0.33732 2.47814 0.85341 -0.4 0.2 0.0
H 1.00619 2.50308 -1.38146 -0.4 0.4 0.2
H -1.36847 2.67195 -1.17475 -0.2 0.3 0.4
```
Forces are in eV/Å.

=====

# 3
Here is a structure of composition C15H35F3N2O5Pd from the Open Molecules 2025 dataset. Energies are from ωB97M-V with the def2-TZVPD basis set.

Computed properties:
frontier orbital gap (alpha / beta): 0.2845 / 0.2801 Ha
spin multiplicity: 3
energy relative to the best compared isomer or geometry (same formula, charge and spin): 33.3 kJ/mol
<S²>: 2.0044

```
61
Properties=species:S:1:pos:R:3:forces:R:3
Pd 0.57090 -0.06568 -0.05484 -0.4 0.4 -0.5
C -2.66894 0.86856 0.03963 0.3 0.1 1.0
O -2.96368 -0.08929 -0.98350 0.2 0.1 -0.3
O -1.38853 0.86984 0.36758 0.5 -0.2 -0.2
C -3.13103 2.28421 -0.34588 -0.5 0.2 0.0
F -2.67321 2.73199 -1.51901 0.1 -0.1 -0.1
F -4.49307 2.37021 -0.39600 0.1 0.0 0.0
F -2.75335 3.15113 0.60424 0.1 0.1 0.0
C -4.22489 -0.09186 -1.62387 -0.6 -0.5 0.0
C -4.34703 -1.37779 -2.43293 0.0 -0.1 0.4
H -5.06671 -1.24518 -3.23845 0.1 -0.1 -0.1
H -3.37776 -1.67684 -2.83235 0.0 0.1 -0.2
H -4.70809 -2.18695 -1.79453 0.1 -0.1 -0.1
H -4.39713 0.76266 -2.28174 0.4 0.2 0.1
H -5.02241 -0.09243 -0.87376 0.0 0.2 0.0
H -3.26208 0.64984 0.96081 -0.5 -0.2 -0.4
C 0.51692 3.33456 -1.05760 -0.1 0.5 0.0
C 1.34909 2.43934 -1.95017 0.0 -0.1 -0.2
C 2.71385 3.07339 -2.19215 0.3 0.2 -0.4
O 1.55033 1.17650 -1.42127 0.6 -0.5 0.2
H 1.13827 3.68920 -0.22926 -0.1 -0.1 0.1
H -0.35911 2.81401 -0.67785 0.1 0.0 0.0
H 0.18533 4.23447 -1.59024 0.0 -0.1 0.0
H 0.86845 2.36769 -2.94759 -0.2 0.0 0.1
H 3.25550 3.19213 -1.24931 0.0 -0.1 0.0
H 2.65329 4.05365 -2.68105 -0.2 0.0 0.1
H 3.30069 2.44091 -2.86321 0.0 -0.1 0.2
C 0.70214 -3.59645 -1.20832 -0.2 -0.1 -0.3
C -0.58324 -2.79872 -1.02858 0.4 0.1 -0.2
C -1.04442 -2.80394 0.42144 0.5 -0.2 0.0
O -0.25618 -1.91195 1.20276 -0.1 -0.3 -0.2
C -0.70267 -1.84788 2.53573 -0.3 0.2 0.3
N -0.41081 -1.40568 -1.51935 -0.9 -0.9 0.1
H 1.05017 -3.50572 -2.23941 0.2 0.1 0.1
H 0.51048 -4.66127 -1.05942 0.0 0.0 0.2
H 1.46966 -3.26941 -0.51304 0.1 0.0 -0.1
H -1.34671 -3.33099 -1.61152 -0.2 0.2 0.1
H -0.84538 -3.81536 0.79931 -0.5 0.0 0.1
H -2.10381 -2.54599 0.49711 0.0 0.1 0.1
H -0.50251 -2.78419 3.07106 0.0 0.0 -0.1
H -1.77822 -1.64135 2.58049 0.0 0.0 -0.1
H -0.19116 -1.02073 3.02312 0.1 0.0 -0.1
H -1.33383 -0.96476 -1.42818 0.1 0.2 -0.2
H -0.21497 -1.44677 -2.51411 0.4 0.3 0.1
C 4.27220 -1.05443 2.47041 -0.4 0.1 -0.2
C 2.84672 -0.75119 1.98555 0.2 -0.8 -0.6
C 2.50246 0.69017 2.27635 -0.1 -0.2 0.8
O 1.17956 0.96845 1.87620 0.4 0.1 0.0
C 0.76847 2.28489 2.20468 -0.4 0.4 0.4
N 2.64441 -1.06580 0.52912 1.2 0.7 0.7
H 5.00219 -0.35412 2.05933 0.0 0.1 0.1
H 4.57898 -2.05109 2.15199 -0.1 -0.1 0.1
H 4.26777 -1.00727 3.55918 0.3 0.0 0.0
H 2.18055 -1.41089 2.54523 -0.2 0.2 0.0
H 3.22811 1.39331 1.85033 -0.1 0.0 -0.3
H 2.57959 0.79466 3.37086 0.0 0.2 -0.1
H -0.09969 2.53280 1.60289 0.0 -0.1 -0.1
H 1.57030 3.00626 2.03497 0.0 -0.1 -0.1
H 0.46329 2.33620 3.25792 0.2 -0.1 0.0
H 2.88141 -2.04357 0.37661 -0.4 -0.1 0.1
H 3.44955 -0.59551 0.10361 -0.6 0.2 -0.6
```
Forces are in eV/Å.

=====

# 4
Here is a structure of composition H34N5O19S3Zn from the Open Molecules 2025 dataset. Energies are from ωB97M-V with the def2-TZVPD basis set.

Computed properties:
total charge: +1
frontier orbital gap: 0.1244 Ha
energy relative to the best compared isomer or geometry (same formula, charge and spin): 0.0 kJ/mol

```
62
Properties=species:S:1:pos:R:3:forces:R:3
Zn 0.57698 2.08345 -1.63154 -2.2 1.3 -0.9
N -0.26099 3.06658 2.79806 0.5 0.3 1.1
H -0.67978 2.86389 3.70299 -0.5 0.1 -0.1
H 0.64082 3.47508 3.02621 0.4 -0.5 -0.3
H -0.72656 3.78631 2.20182 -1.5 0.5 -1.0
H -0.26247 2.20652 2.24487 0.4 -0.1 -0.2
N -3.29146 0.63892 -1.17552 -0.7 0.4 -0.7
H -2.97806 0.74891 -2.16899 0.8 0.0 -0.8
H -4.27479 0.41468 -1.28526 0.0 -0.3 0.5
H -3.22683 1.62060 -0.81516 -0.1 0.7 0.6
H -2.70276 0.02966 -0.60146 -0.8 0.4 -0.6
N -0.11160 -3.64174 1.99701 0.2 -0.1 -0.4
H 0.21325 -2.72280 1.55416 -0.1 0.4 -0.1
H -0.63877 -4.11974 1.27094 -0.5 -0.1 0.3
H -0.67536 -3.43123 2.81911 -0.1 -0.2 0.1
H 0.70557 -4.20844 2.20166 -0.2 -0.1 0.5
N 4.12223 -1.59414 0.60263 0.7 0.3 0.0
H 4.24993 -0.90532 -0.13457 -0.1 0.4 0.2
H 3.79276 -2.43596 0.11045 0.0 -0.1 0.3
H 3.52096 -1.22520 1.36953 -0.7 0.5 -0.1
H 5.03558 -1.70844 1.04210 0.2 -0.4 -0.2
N 0.39439 -1.70598 -2.57291 0.3 -0.5 -0.1
H 0.66866 -2.36607 -1.85237 0.1 -0.3 -0.1
H 0.18855 -0.84255 -2.05087 -0.5 0.9 -0.3
H -0.39774 -2.05197 -3.11485 -0.3 0.4 -0.2
H 1.17979 -1.51228 -3.18852 -0.2 0.1 -0.4
S -0.18166 -0.34596 0.43393 -1.1 2.2 0.6
O 0.23480 0.31661 -0.81358 1.0 -2.2 0.7
O -1.58618 -0.70250 0.29959 0.5 -1.3 0.4
O 0.65855 -1.54650 0.76544 0.5 -0.9 -1.3
O 0.00940 0.54787 1.55685 0.0 0.9 0.0
S -1.22991 1.39583 -4.27076 -2.2 0.5 -5.1
O -2.56041 1.13554 -3.67514 0.2 -0.3 1.0
O -0.18544 1.36247 -3.21849 2.4 -0.4 2.2
O -0.88219 0.28522 -5.19556 0.3 -0.4 1.1
O -1.21392 2.66503 -4.99918 0.4 -0.6 1.2
S -1.99545 3.85425 -0.37636 -2.2 3.1 -2.1
O -1.48345 4.44235 0.87903 1.4 -0.5 1.5
O -3.19681 3.04467 -0.07412 0.3 -0.3 0.2
O -2.22760 4.93528 -1.33738 0.0 -1.1 1.1
O -1.01608 2.93353 -1.01255 1.3 -1.4 0.5
O 2.96578 -3.87626 -0.59753 -0.3 0.1 0.2
H 2.70877 -4.66283 -1.09716 0.3 0.1 -0.1
H 2.87159 -4.13077 0.32601 -0.1 -0.4 0.0
O -2.65786 -0.53576 2.77376 -0.1 -0.5 0.1
H -2.44179 -0.53205 1.82611 -0.1 0.2 0.3
H -3.37626 -1.17100 2.85974 -0.2 0.2 0.1
O 1.51860 2.87297 0.02288 1.1 -0.2 0.7
H 1.60319 3.75292 0.41178 -0.5 0.3 -0.4
H 2.37384 2.45264 0.17151 0.1 0.1 0.0
O -0.22193 0.00823 4.16289 0.4 0.1 0.3
H -0.00026 0.20173 3.23938 -0.4 -0.3 0.3
H -1.16093 -0.20416 4.13858 -0.2 0.1 -0.2
O 2.31064 -0.29695 2.39495 0.8 -0.9 -0.8
H 2.02024 0.61774 2.39160 0.1 0.1 0.2
H 1.64823 -0.72622 1.79272 0.4 0.3 0.9
O -2.47733 -2.90624 -0.97640 0.1 0.0 0.0
H -2.32760 -2.06746 -0.50041 0.0 -0.4 -0.2
H -1.70704 -3.44278 -0.77786 0.0 -0.1 -0.1
O 2.41715 1.36419 -2.38043 1.0 0.2 -0.1
H 3.05071 0.64798 -2.31416 0.0 -0.1 0.0
H 2.67630 1.84764 -3.17920 -0.3 0.0 -0.2
```
Forces are in eV/Å.

=====

# 5
Here is the ion C7H6N5 with charge +1 from the Open Molecules 2025 dataset. Energies are from ωB97M-V with the def2-TZVPD basis set.

Computed properties:
total charge: +1
frontier orbital gap (alpha / beta): 0.2948 / 0.2240 Ha
energy relative to the best compared isomer or geometry (same formula, charge and spin): 245.0 kJ/mol

```
18
Properties=species:S:1:pos:R:3:forces:R:3
C -0.64147 0.09500 -3.03078 -0.1 0.2 0.6
C -1.03136 3.01787 -0.77486 0.0 0.0 -0.1
C 0.81510 2.49830 -2.27322 -0.2 0.0 0.1
C -0.02928 0.22958 -0.64345 0.3 -0.9 0.2
C -0.12653 -0.66721 1.60387 0.3 0.0 0.1
C -0.91392 0.74596 -1.76056 0.2 0.2 0.4
C -0.39353 2.15874 -1.66883 -0.4 0.1 -0.1
N -0.38952 -0.41622 -4.01736 0.2 -0.4 -0.7
N -1.58968 3.62735 0.02499 -0.3 0.3 0.4
N 1.84186 2.70671 -2.74547 0.6 0.1 -0.3
N -0.52314 0.13749 0.63567 -0.5 0.3 -0.8
N 1.20032 -0.21668 -0.90675 -0.3 0.0 0.2
H -0.65491 -0.65142 2.54138 -0.1 0.1 0.0
H 0.68971 -1.35184 1.44732 0.1 0.0 -0.1
H -1.98486 0.67822 -1.54248 0.2 0.1 0.1
H -1.33668 0.72558 0.83173 0.1 -0.1 -0.1
H 1.91760 -0.21480 -0.19327 0.0 0.0 0.0
H 1.52506 -0.28382 -1.86297 -0.1 0.0 0.0
```
Forces are in eV/Å.

=====

# 6
Here is the molecule C3H6 from the Open Molecules 2025 dataset. Energies are from ωB97M-V with the def2-TZVPD basis set.

Computed properties:
SMILES string: C=CC
frontier orbital gap: 0.4067 Ha
energy relative to the best compared isomer or geometry (same formula, charge and spin): 21.6 kJ/mol

```
9
Properties=species:S:1:pos:R:3:forces:R:3
C -0.38951 -1.01675 0.95973 1.3 -0.4 0.6
C -0.44308 0.09895 0.26788 -1.2 1.5 -0.8
C 0.40945 0.62977 -0.82771 2.6 -0.5 -0.7
H -0.99639 -1.24227 1.82498 -0.5 0.1 -0.3
H 0.46123 -1.68800 0.84438 -0.2 0.0 -0.2
H -1.26852 0.80697 0.39239 -0.1 -0.4 0.6
H 0.94117 1.56425 -0.61959 -0.7 0.4 0.6
H 1.32720 0.04515 -1.03606 -0.6 -0.5 0.1
H -0.04155 0.80193 -1.80600 -0.6 -0.2 0.2
```
Forces are in eV/Å.